# 1
A single C3H8N2 molecule. Source: OMol25; level of theory: ωB97M-V/def2-TZVPD.

Calculated values
- Calculated total energy: -6220.263 eV
- Multiplicity: 1
- E_HOMO: -8.84 eV
- Strongest force on any atom: 0.043 hartree/bohr
- SMILES: [H]/N=C\NCC
- Total charge: 0
- Kohn-Sham gap: 9.9 eV

Last columns: bonded neighbours and bond lengths (Å).
Cartesian coordinates (Å):
1 H -3.07418 -0.82674 0.62600  N2 1.057
2 N -2.94101 -0.15469 -0.17849  H1 1.057, C3 1.295
3 C -1.70761 0.21125 -0.32916  N2 1.295, N4 1.396, H7 1.070
4 N -0.58227 -0.04101 0.45750  C3 1.396, C5 1.491, H8 1.053
5 C 0.74693 0.59262 0.22561  N4 1.491, C6 1.510, H9 1.106, H10 1.143
6 C 1.72535 -0.41998 -0.31972  C5 1.510, H11 1.128, H12 1.110, H13 1.131
7 H -1.42319 0.93732 -1.06211  C3 1.070
8 H -0.62322 -0.65746 1.31072  N4 1.053
9 H 1.19467 0.95707 1.16855  C5 1.106
10 H 0.63106 1.51136 -0.44418  C5 1.143
11 H 1.51388 -0.75566 -1.37548  C6 1.128
12 H 1.76595 -1.35668 0.27385  C6 1.110
13 H 2.77364 0.00260 -0.35311  C6 1.131


# 2
2 unconnected molecules or ions with the total composition C3H8N2O. Source: OMol25; level of theory: ωB97M-V/def2-TZVPD.

Calculated values
- Calculated total energy: -8267.637 eV
- Multiplicity: 1
- E_HOMO: -8.61 eV
- Strongest force on any atom: 0.021 hartree/bohr
- SMILES: [H]/N=C/N.C=CO
- Total charge: 0
- Kohn-Sham gap: 9.5 eV

Last columns: bonded neighbours and bond lengths (Å).
Cartesian coordinates (Å):
1 H -2.52797 -0.30206 1.32721  N2 1.012
2 N -1.64211 0.16298 1.17826  H1 1.012, C3 1.279
3 C -1.80212 1.37138 0.79134  N2 1.279, N4 1.350, H5 1.094
4 N -0.82744 2.11932 0.23069  C3 1.350, H6 1.013, H7 1.007
5 H -2.75739 1.87955 0.95297  C3 1.094
6 H 0.11235 1.74181 0.24085  N4 1.013
7 H -0.88535 3.12351 0.26695  N4 1.007
8 C 2.37819 -1.82999 -1.02002  C9 1.324, H11 1.081, H12 1.081
9 C 1.14704 -1.39003 -0.81209  C8 1.324, O10 1.350, H13 1.083
10 O 0.82402 -0.33848 -0.02876  C9 1.350, H14 0.985
11 H 2.49594 -2.71424 -1.63009  C8 1.081
12 H 3.26842 -1.47909 -0.51649  C8 1.081
13 H 0.31066 -1.88844 -1.28737  C9 1.083
14 H -0.09424 -0.45622 0.30655  O10 0.985


# 3
2 unconnected molecules or ions with the total composition C3H8N2O. Source: OMol25; level of theory: ωB97M-V/def2-TZVPD.

Calculated values
- Calculated total energy: -8266.855 eV
- Multiplicity: 1
- E_HOMO: -9.32 eV
- Strongest force on any atom: 0.030 hartree/bohr
- SMILES: [H]/N=C\N.C=CO
- Total charge: 0
- Kohn-Sham gap: 10.2 eV

Last columns: bonded neighbours and bond lengths (Å).
Cartesian coordinates (Å):
1 H 5.24814 1.53110 -0.76554  N2 1.024
2 N 5.76999 2.05220 -0.05548  H1 1.024, C3 1.272
3 C 4.99410 2.84609 0.56653  N2 1.272, N4 1.361, H5 1.091
4 N 3.73102 3.23392 0.24080  C3 1.361, H6 1.002, H7 1.003
5 H 5.47715 3.35634 1.40177  C3 1.091
6 H 3.30054 3.03214 -0.64174  N4 1.002
7 H 3.27751 3.88867 0.85060  N4 1.003
8 C -5.34117 -3.32186 0.06589  C9 1.319, H11 1.089, H12 1.081
9 C -4.23838 -2.94124 -0.54896  C8 1.319, O10 1.387, H13 1.068
10 O -3.31267 -2.12811 0.08887  C9 1.387, H14 0.965
11 H -5.42390 -3.14332 1.13647  C8 1.089
12 H -6.09321 -4.01016 -0.29402  C8 1.081
13 H -4.10859 -3.07123 -1.60148  C9 1.068
14 H -3.28052 -1.32455 -0.44371  O10 0.965


# 4
A single C3H8N2O molecule. Source: OMol25; level of theory: ωB97M-V/def2-TZVPD.

Calculated values
- Calculated total energy: -8263.770 eV
- Multiplicity: 1
- E_HOMO: -9.24 eV
- Strongest force on any atom: 0.078 hartree/bohr
- SMILES: C=CONNC
- Total charge: 0
- Kohn-Sham gap: 10.3 eV

Last columns: bonded neighbours and bond lengths (Å).
Cartesian coordinates (Å):
1 C 0.05017 -1.78395 -0.11999  C2 1.339, H7 1.076, H8 1.079
2 C 0.87433 -1.16113 -0.97241  C1 1.339, O3 1.357, H9 1.084
3 O 0.68316 -0.16161 -1.87034  C2 1.357, N4 1.434
4 N -0.14737 0.84198 -1.27070  O3 1.434, N5 1.601, H10 1.026
5 N 0.25353 1.54135 0.11262  N4 1.601, C6 1.419, H11 1.015
6 C -0.37218 1.02762 1.27823  N5 1.419, H12 1.088, H13 1.101, H14 1.137
7 H 0.38172 -2.67693 0.38000  C1 1.076
8 H -0.99957 -1.55406 -0.01965  C1 1.079
9 H 1.90833 -1.47441 -1.06097  C2 1.084
10 H -1.05391 0.38632 -1.11788  N4 1.026
11 H -0.01016 2.49783 -0.10182  N5 1.015
12 H 0.03743 1.49669 2.17063  C6 1.088
13 H -1.47086 1.10431 1.28493  C6 1.101
14 H -0.13462 -0.08402 1.30736  C6 1.137


# 5
A single C3H8N2O molecule. Source: OMol25; level of theory: ωB97M-V/def2-TZVPD.

Calculated values
- Calculated total energy: -8267.337 eV
- Multiplicity: 1
- E_HOMO: -8.64 eV
- Strongest force on any atom: 0.022 hartree/bohr
- SMILES: C/N=C(\[O-])[NH2+]C
- Total charge: 0
- Kohn-Sham gap: 9.3 eV

Last columns: bonded neighbours and bond lengths (Å).
Cartesian coordinates (Å):
1 C 0.42134 0.63001 -2.34705  N2 1.433, H7 1.095, H8 1.096, H9 1.092
2 N -0.10393 0.51965 -1.01852  C1 1.433, C3 1.297
3 C -0.00751 -0.59818 -0.36824  N2 1.297, O4 1.216, N5 1.604
4 O 0.43738 -1.72783 -0.43419  C3 1.216
5 N -0.74602 -0.12236 0.97324  C3 1.604, C6 1.469, H10 1.019, H11 1.065
6 C 0.06440 -0.23787 2.19290  N5 1.469, H12 1.095, H13 1.093, H14 1.091
7 H -0.39540 0.85670 -3.04103  C1 1.095
8 H 1.13704 1.45940 -2.39213  C1 1.096
9 H 0.91769 -0.28644 -2.67163  C1 1.092
10 H -1.63919 -0.60440 1.06913  N5 1.019
11 H -0.82033 0.81671 0.47697  N5 1.065
12 H 0.38878 -1.27732 2.30445  C6 1.095
13 H -0.51094 0.06983 3.06926  C6 1.093
14 H 0.93714 0.40595 2.07055  C6 1.091


# 6
2 unconnected molecules or ions with the total composition C3H8N2O. Source: OMol25; level of theory: ωB97M-V/def2-TZVPD.

Calculated values
- Calculated total energy: -8267.237 eV
- Multiplicity: 1
- E_HOMO: -9.63 eV
- Strongest force on any atom: 0.032 hartree/bohr
- SMILES: C=NC.NC=O
- Total charge: 0
- Kohn-Sham gap: 10.7 eV

Last columns: bonded neighbours and bond lengths (Å).
Cartesian coordinates (Å):
1 C -1.65649 -0.11423 0.53262  N2 1.260, H4 1.088, H5 1.104
2 N -0.87981 0.08354 -0.44014  C1 1.260, C3 1.474
3 C -1.25409 1.24990 -1.25940  N2 1.474, H6 1.089, H7 1.085, H8 1.091
4 H -1.76167 -0.96675 1.20054  C1 1.088
5 H -2.31872 0.69861 0.87846  C1 1.104
6 H -2.31075 1.51118 -1.23749  C3 1.089
7 H -0.95870 0.98302 -2.26850  C3 1.085
8 H -0.65993 2.11834 -0.97290  C3 1.091
9 N 1.50228 -1.45720 0.76024  C10 1.373, H12 1.011, H13 0.998
10 C 2.29442 -0.44634 0.27357  N9 1.373, O11 1.197, H14 1.102
11 O 2.23899 0.69441 0.63279  C10 1.197
12 H 1.90252 -2.37275 0.91555  N9 1.011
13 H 0.83507 -1.12914 1.42662  N9 0.998
14 H 3.02686 -0.85260 -0.44197  C10 1.102


# 7
A single C3H8N2O molecule. Source: OMol25; level of theory: ωB97M-V/def2-TZVPD.

Calculated values
- Calculated total energy: -8263.526 eV
- Multiplicity: 1
- E_HOMO (alpha / beta): -6.40 / -8.30 eV
- Strongest force on any atom: 0.057 hartree/bohr
- Total charge: 0
- Kohn-Sham gap (alpha / beta): 6.4 / 9.0 eV

Last columns: bonded neighbours and bond lengths (Å).
Cartesian coordinates (Å):
1 C 0.71899 0.70555 0.74200  C2 1.598, N4 1.399, H7 1.062, H8 1.089
2 C -0.58394 -0.13559 0.35472  C1 1.598, C3 1.487, N5 1.347
3 C -1.56375 0.58145 -0.50333  C2 1.487, H9 1.138, H10 1.157, H11 1.032
4 N 1.55491 0.73761 -0.37945  C1 1.399, O6 1.471
5 N -0.47429 -1.46646 0.17858  C2 1.347, H12 1.019, H13 0.993
6 O 2.22804 -0.56983 -0.36414  N4 1.471, H14 0.934
7 H 0.27441 1.62483 1.03296  C1 1.062
8 H 1.07636 0.38552 1.71959  C1 1.089
9 H -1.07578 0.80221 -1.50686  C3 1.138
10 H -2.04359 1.46478 0.06935  C3 1.157
11 H -2.40541 0.01129 -0.67934  C3 1.032
12 H 0.45104 -1.84811 -0.01112  N5 1.019
13 H -1.30636 -1.85270 -0.20075  N5 0.993
14 H 3.14935 -0.44056 -0.45223  O6 0.934


# 8
2 unconnected molecules or ions with the total composition C3H8N2O. Source: OMol25; level of theory: ωB97M-V/def2-TZVPD.

Calculated values
- Calculated total energy: -8267.360 eV
- Multiplicity: 1
- E_HOMO: -9.41 eV
- Strongest force on any atom: 0.076 hartree/bohr
- SMILES: C=NC.NC=O
- Total charge: 0
- Kohn-Sham gap: 10.2 eV

Last columns: bonded neighbours and bond lengths (Å).
Cartesian coordinates (Å):
1 C -1.76645 -1.27059 0.39818  N2 1.287, H4 1.099, H5 1.119
2 N -1.09122 -0.25825 -0.01937  C1 1.287, C3 1.456
3 C -0.86919 -0.10570 -1.45058  N2 1.456, H6 1.105, H7 1.102, H8 1.081
4 H -2.15250 -1.28114 1.42747  C1 1.099
5 H -2.01249 -2.09948 -0.31278  C1 1.119
6 H -0.01032 0.56879 -1.61798  C3 1.105
7 H -1.72871 0.40869 -1.90963  C3 1.102
8 H -0.65109 -0.99345 -2.02738  C3 1.081
9 N 1.06427 0.86673 1.17747  C10 1.358, H12 1.003, H13 1.076
10 C 2.32947 0.78812 0.68984  N9 1.358, O11 1.273, H14 1.126
11 O 2.67218 0.22430 -0.39860  C10 1.273
12 H 0.91519 1.25152 2.09164  N9 1.003
13 H 0.19000 0.67175 0.58124  N9 1.076
14 H 3.11086 1.22872 1.37047  C10 1.126


# 9
A single C3H8N2O molecule. Source: OMol25; level of theory: ωB97M-V/def2-TZVPD.

Calculated values
- Calculated total energy: -8268.162 eV
- Multiplicity: 1
- E_HOMO: -9.23 eV
- Strongest force on any atom: 0.077 hartree/bohr
- SMILES: C[C@@H](N)C(N)=O
- Total charge: 0
- Kohn-Sham gap: 10.1 eV

Last columns: bonded neighbours and bond lengths (Å).
Cartesian coordinates (Å):
1 C -0.49517 1.07327 -1.01612  C2 1.613, H7 1.107, H8 1.153, H9 1.029
2 C 0.59629 0.22197 -0.18887  C1 1.613, N3 1.427, C4 1.571, H10 1.103
3 N 1.01845 0.74052 1.07172  C2 1.427, H11 1.016, H12 0.991
4 C 0.01609 -1.23326 -0.07218  C2 1.571, N5 1.372, O6 1.218
5 N -0.93741 -1.54409 0.86465  C4 1.372, H13 1.009, H14 0.938
6 O 0.26626 -2.02973 -0.95843  C4 1.218
7 H -1.34655 0.81723 -0.35706  C1 1.107
8 H -0.62472 0.73684 -2.11087  C1 1.153
9 H -0.21308 2.05876 -1.10976  C1 1.029
10 H 1.42759 0.10194 -0.90426  C2 1.103
11 H 0.56476 1.59806 1.37313  N3 1.016
12 H 1.95596 1.01907 0.91120  N3 0.991
13 H -1.15508 -2.52949 0.85872  N5 1.009
14 H -1.07339 -1.03108 1.63812  N5 0.938


# 10
A single C3H8N2O molecule. Source: OMol25; level of theory: ωB97M-V/def2-TZVPD.

Calculated values
- Calculated total energy: -8266.443 eV
- Multiplicity: 1
- E_HOMO: -8.50 eV
- Strongest force on any atom: 0.085 hartree/bohr
- SMILES: NCNCC=O
- Total charge: 0
- Kohn-Sham gap: 9.4 eV

Last columns: bonded neighbours and bond lengths (Å).
Cartesian coordinates (Å):
1 N -1.17998 -0.06017 -1.97809  C2 1.424, H7 1.010, H8 1.008
2 C -0.09101 -0.58316 -1.22476  N1 1.424, N3 1.455, H9 1.188, H10 1.159
3 N -0.39342 -0.28992 0.16755  C2 1.455, C4 1.452, H11 1.021
4 C 0.69460 -0.28221 1.12836  N3 1.452, C5 1.595, H12 1.034, H13 1.117
5 C 0.79511 1.16156 1.79831  C4 1.595, O6 1.243, H14 1.087
6 O 0.77936 2.11336 0.99923  C5 1.243
7 H -1.27217 0.94564 -1.94939  N1 1.010
8 H -2.08374 -0.50392 -1.92586  N1 1.008
9 H 0.82157 -0.03303 -1.74949  C2 1.188
10 H -0.07185 -1.72964 -1.39445  C2 1.159
11 H -1.27682 -0.61003 0.56731  N3 1.021
12 H 0.65991 -0.96583 1.90299  C4 1.034
13 H 1.75043 -0.37078 0.77607  C4 1.117
14 H 0.86800 1.20813 2.88222  C5 1.087


# 11
A single C3H8N2O molecule. Source: OMol25; level of theory: ωB97M-V/def2-TZVPD.

Calculated values
- Calculated total energy: -8260.765 eV
- Multiplicity: 1
- E_HOMO (alpha / beta): -6.09 / -6.09 eV
- Strongest force on any atom: 0.082 hartree/bohr
- Total charge: 0
- Kohn-Sham gap (alpha / beta): 6.6 / 6.6 eV

Last columns: bonded neighbours and bond lengths (Å).
Cartesian coordinates (Å):
1 N -0.66757 0.06686 0.47789  C2 1.513, O3 1.421, H6 1.022, C9 1.819
2 C -0.26958 1.52004 0.61031  N1 1.513, N4 1.274, H8 1.093
3 O -0.62302 -0.69447 1.67645  N1 1.421, H5 0.975
4 N 0.48458 1.95394 1.54096  C2 1.274, H7 1.021
5 H -0.02482 -1.42553 1.43346  O3 0.975
6 H -1.55004 -0.07714 -0.01646  N1 1.022
7 H 0.88395 1.19661 2.09739  N4 1.021
8 H -0.94634 2.17264 0.05346  C2 1.093
9 C 0.54579 -0.40069 -0.79456  N1 1.819, C10 1.359, H12 1.086, H13 1.335
10 C 0.17182 -1.36814 -1.67290  C9 1.359, H11 1.083, H14 1.085
11 H 0.73099 -1.53209 -2.58529  C10 1.083
12 H 1.44548 -0.49826 -0.19336  C9 1.086
13 H 0.62628 0.92169 -0.95781  C9 1.335
14 H -0.80752 -1.83546 -1.66954  C10 1.085


# 12
A single C3H8N2O molecule. Source: OMol25; level of theory: ωB97M-V/def2-TZVPD.

Calculated values
- Calculated total energy: -8268.099 eV
- Multiplicity: 1
- E_HOMO: -9.64 eV
- Strongest force on any atom: 0.056 hartree/bohr
- SMILES: CNCC(N)=O
- Total charge: 0
- Kohn-Sham gap: 10.5 eV

Last columns: bonded neighbours and bond lengths (Å).
Cartesian coordinates (Å):
1 C -0.04781 0.93390 -1.54615  N2 1.530, H7 1.078, H8 1.080, H9 1.117
2 N -0.72432 0.96995 -0.17396  C1 1.530, C3 1.475, H10 0.989
3 C 0.20801 0.48889 0.86216  N2 1.475, C4 1.520, H11 1.179, H12 1.188
4 C 0.51949 -0.99834 0.86100  C3 1.520, N5 1.342, O6 1.240
5 N -0.41153 -1.90867 0.53591  C4 1.342, H13 0.962, H14 1.004
6 O 1.55104 -1.38496 1.43087  C4 1.240
7 H -0.02661 -0.07943 -1.91384  C1 1.078
8 H 0.93459 1.37929 -1.49804  C1 1.080
9 H -0.66004 1.47360 -2.30948  C1 1.117
10 H -0.92553 1.92968 -0.04409  N2 0.989
11 H -0.16862 0.78253 1.94020  C3 1.179
12 H 1.29074 0.97392 0.92459  C3 1.188
13 H -1.24715 -1.69683 0.10874  N5 0.962
14 H -0.29226 -2.86352 0.82209  N5 1.004


Among the records above, which one has the lowest calculated total energy?
number 9


Please write out number 6 again, unchanged.
2 unconnected molecules or ions with the total composition C3H8N2O. Source: OMol25; level of theory: ωB97M-V/def2-TZVPD.

Calculated values
- Calculated total energy: -8267.237 eV
- Multiplicity: 1
- E_HOMO: -9.63 eV
- Strongest force on any atom: 0.032 hartree/bohr
- SMILES: C=NC.NC=O
- Total charge: 0
- Kohn-Sham gap: 10.7 eV

Last columns: bonded neighbours and bond lengths (Å).
Cartesian coordinates (Å):
1 C -1.65649 -0.11423 0.53262  N2 1.260, H4 1.088, H5 1.104
2 N -0.87981 0.08354 -0.44014  C1 1.260, C3 1.474
3 C -1.25409 1.24990 -1.25940  N2 1.474, H6 1.089, H7 1.085, H8 1.091
4 H -1.76167 -0.96675 1.20054  C1 1.088
5 H -2.31872 0.69861 0.87846  C1 1.104
6 H -2.31075 1.51118 -1.23749  C3 1.089
7 H -0.95870 0.98302 -2.26850  C3 1.085
8 H -0.65993 2.11834 -0.97290  C3 1.091
9 N 1.50228 -1.45720 0.76024  C10 1.373, H12 1.011, H13 0.998
10 C 2.29442 -0.44634 0.27357  N9 1.373, O11 1.197, H14 1.102
11 O 2.23899 0.69441 0.63279  C10 1.197
12 H 1.90252 -2.37275 0.91555  N9 1.011
13 H 0.83507 -1.12914 1.42662  N9 0.998
14 H 3.02686 -0.85260 -0.44197  C10 1.102


Number 1 is which compound?
C3H8N2